{
  "formula": "C4H11N2S",
  "method": "ωB97M-V/def2-TZVPD",
  "spin_multiplicity": 1,
  "charge": -1,
  "smiles": "CNC[C@H](N)C[S-]",
  "e_homo_ev": -2.28,
  "orbital_gap_ev": 5.72,
  "fmax_ev_per_a": 3.76,
  "e_above_lowest_kcal_mol": 31.56,
  "elements": ["C", "N", "C", "C", "N", "C", "S", "H", "H", "H", "H", "H", "H", "H", "H", "H", "H", "H"],
  "xyz": [[2.4383, 0.9814, 0.6201], [1.3520, 0.8148, -0.2853], [0.4672, -0.2561, -0.0234], [-0.9127, -0.3513, -0.7020], [-1.4396, 0.9742, -0.9208], [-1.7752, -1.2302, 0.2330], [-3.4313, -1.5874, -0.3506], [1.9910, 0.9024, 1.6300], [2.9152, 1.9263, 0.5288], [3.1333, 0.1768, 0.5546], [1.6387, 0.8266, -1.3195], [0.9487, -1.2034, -0.1790], [0.3133, -0.2730, 1.1353], [-0.8473, -0.9524, -1.6887], [-2.4144, 0.8937, -0.9945], [-1.2411, 1.4674, -0.0093], [-1.2708, -2.2241, 0.4513], [-1.8652, -0.8856, 1.3202]],
  "lowdin_charge": [-0.166, -0.167, -0.288, -0.518, 0.014, -0.834, 0.088, 0.082, 0.057, 0.055, 0.148, 0.094, 0.133, 0.138, -0.013, 0.087, 0.042, 0.047]
}


{
  "formula": "C4H9N3O2",
  "method": "ωB97M-V/def2-TZVPD",
  "spin_multiplicity": 1,
  "charge": 0,
  "e_homo_ev": -9.13,
  "orbital_gap_ev": 8.72,
  "fmax_ev_per_a": 1.31,
  "e_above_lowest_kcal_mol": 95.87,
  "elements": ["C", "C", "O", "O", "H", "H", "H", "H", "C", "N", "C", "N", "N", "H", "H", "H", "H", "H"],
  "xyz": [[-0.9669, 0.5348, 1.7008], [-1.2175, 0.4511, -1.2252], [-0.4310, 1.1457, 0.5610], [-2.3205, -0.0040, -1.3199], [-0.8365, 1.3616, -1.6865], [-1.5925, -0.3450, 1.4667], [-1.5807, 1.2599, 2.2403], [-0.1684, 0.1584, 2.3526], [1.1155, 0.1294, -0.0461], [1.7208, 1.1186, -0.8438], [-0.2341, -1.8052, -0.9600], [-0.0279, -0.5570, -0.9050], [1.8059, -0.5709, 0.7642], [2.7225, 1.0863, -0.7064], [1.3468, 2.0340, -0.6290], [1.3120, -1.3441, 1.1950], [-1.1847, -2.1654, -1.3375], [0.5373, -2.4879, -0.6213]],
  "lowdin_charge": [-0.181, -0.248, -0.267, 0.065, 0.136, 0.077, 0.081, 0.069, -0.534, 0.106, 0.126, 0.029, 0.118, 0.089, 0.084, 0.035, 0.108, 0.106]
}


{
  "formula": "C6H26O9",
  "method": "ωB97M-V/def2-TZVPD",
  "spin_multiplicity": 1,
  "charge": 0,
  "smiles": "C=CC(=C)C=C.O.O.O.O.O.O.O.O.O",
  "e_homo_ev": -8.52,
  "orbital_gap_ev": 8.20,
  "fmax_ev_per_a": 2.20,
  "e_above_lowest_kcal_mol": 94.30,
  "elements": ["C", "C", "C", "C", "C", "C", "H", "H", "H", "H", "H", "H", "H", "H", "O", "H", "H", "O", "H", "H", "O", "H", "H", "O", "H", "H", "O", "H", "H", "O", "H", "H", "O", "H", "H", "O", "H", "H", "O", "H", "H"],
  "xyz": [[-1.1036, 2.6523, 0.3174], [-0.1429, 2.6349, 1.2538], [0.2775, 1.2795, 1.7304], [0.2871, 0.9684, 3.0385], [0.5188, 0.2813, 0.6881], [-0.0610, -0.9168, 0.8342], [-1.3625, 3.6414, -0.0720], [-1.6253, 1.8068, -0.0995], [0.3338, 3.5584, 1.5614], [0.2915, -0.0725, 3.3210], [-0.1142, 1.6512, 3.7850], [1.0616, 0.5003, -0.2099], [0.0100, -1.7062, 0.1001], [-0.5038, -1.2538, 1.7625], [4.3740, -1.0922, -1.2317], [3.4290, -0.9788, -1.5155], [4.7052, -1.6479, -1.9467], [-2.8392, 0.2752, 2.1609], [-2.7544, -0.1710, 1.2766], [-2.0808, 0.8673, 2.2807], [-2.8652, -1.3516, -0.1050], [-2.4481, -2.2207, -0.0546], [-3.7676, -1.2971, -0.4317], [3.5322, 1.4937, -1.0610], [3.8447, 1.7363, -0.1725], [3.9904, 0.6969, -1.3473], [1.8500, -1.2328, -2.3479], [0.9350, -1.4507, -2.0842], [1.6789, -0.3194, -2.6869], [-1.7120, -1.0877, 4.1023], [-2.3955, -0.6409, 3.5769], [-1.7316, -0.8906, 5.0416], [-1.1599, -2.9623, -1.5443], [-0.9251, -3.8678, -1.2773], [-1.5718, -3.0128, -2.4208], [0.8058, 1.0496, -3.2740], [0.0598, 1.1014, -2.6436], [1.3100, 1.8054, -2.8847], [-1.5031, 0.1464, -2.3556], [-1.9478, -0.4918, -1.7485], [-1.3242, -0.3162, -3.1924]],
  "lowdin_charge": [0.017, -0.118, -0.349, 0.047, -0.119, 0.024, 0.060, 0.050, 0.102, 0.049, 0.079, 0.082, 0.034, 0.058, -0.087, 0.006, 0.051, -0.080, 0.023, 0.023, -0.058, 0.048, 0.082, -0.074, 0.052, -0.018, -0.083, 0.025, 0.009, -0.086, -0.009, 0.038, -0.058, 0.078, 0.067, -0.075, 0.017, 0.081, -0.071, 0.023, 0.061]
}


{
  "formula": "C30H55AsBaGe2N5Si3",
  "method": "ωB97M-V/def2-TZVPD",
  "spin_multiplicity": 2,
  "charge": 2,
  "e_homo_ev": [-11.52, -13.15],
  "orbital_gap_ev": [6.80, 7.17],
  "fmax_ev_per_a": 0.32,
  "e_above_lowest_kcal_mol": 0.41,
  "elements": ["Ba", "N", "C", "C", "N", "C", "C", "N", "C", "C", "N", "H", "H", "H", "H", "H", "H", "C", "Ge", "C", "C", "Ge", "C", "C", "C", "C", "C", "C", "C", "C", "C", "C", "C", "C", "H", "H", "H", "H", "H", "H", "H", "H", "H", "H", "H", "H", "H", "H", "H", "H", "H", "H", "H", "N", "H", "H", "H", "C", "Si", "C", "C", "As", "Si", "C", "C", "C", "Si", "C", "C", "C", "H", "H", "H", "H", "H", "H", "H", "H", "H", "H", "H", "H", "H", "H", "H", "H", "H", "H", "H", "H", "H", "H", "H", "H", "H", "H", "H"],
  "xyz": [[0.3678, -0.2977, -0.0965], [-1.0732, -1.2743, 4.4607], [-0.2261, -0.3004, 4.9278], [0.4374, 0.1609, 3.8341], [0.0149, -0.5082, 2.7097], [-0.8952, -1.3692, 3.1236], [-1.5750, -2.2870, 2.2201], [-1.3401, -2.3107, 0.9216], [-2.1534, -3.2955, 0.4109], [-2.8847, -3.8590, 1.4090], [-2.5018, -3.2108, 2.5570], [-1.7048, -1.8077, 5.0348], [-0.1752, -0.0334, 5.9683], [1.1900, 0.9288, 3.7926], [-2.1653, -3.5425, -0.6368], [-3.6169, -4.6466, 1.4109], [-2.8659, -3.4077, 3.4744], [6.2124, -3.7222, 0.6961], [4.2835, -3.4790, 0.8417], [3.8044, -2.7611, 2.6007], [3.3049, -5.1411, 0.5329], [3.4960, -1.9444, -0.9009], [3.6871, -2.4887, -2.7494], [4.3074, -3.7250, -2.9620], [4.4645, -4.2395, -4.2398], [3.9980, -3.5291, -5.3360], [3.3743, -2.3034, -5.1471], [3.2177, -1.7907, -3.8681], [3.3388, -0.0325, -0.5424], [2.9950, 0.9241, -1.5139], [2.5289, 2.1840, -1.1554], [2.4143, 2.5373, 0.1866], [2.8269, 1.6353, 1.1630], [3.2755, 0.3703, 0.8040], [6.5415, -4.4365, 1.4518], [6.7337, -2.7799, 0.8587], [6.4896, -4.1064, -0.2845], [3.9576, -3.5485, 3.3402], [2.7589, -2.4517, 2.6490], [4.4426, -1.9215, 2.8763], [3.6378, -5.8888, 1.2538], [3.4807, -5.5317, -0.4685], [2.2331, -4.9894, 0.6618], [4.6886, -4.2934, -2.1211], [4.9568, -5.1926, -4.3802], [4.1227, -3.9261, -6.3343], [3.0154, -1.7420, -6.0000], [2.7283, -0.8315, -3.7607], [3.0933, 0.6887, -2.5642], [2.2658, 2.8980, -1.9265], [2.0537, 3.5177, 0.4687], [2.8062, 1.9253, 2.2061], [3.5612, -0.3250, 1.5844], [-0.0410, -1.3963, -2.7664], [-0.8630, -1.9857, -2.8687], [0.7505, -1.9635, -3.0670], [-0.1458, -0.6758, -3.4773], [-0.6144, 4.9818, -1.0780], [-1.8878, 3.7432, -1.6606], [-1.2515, 2.8471, -3.1798], [-3.4903, 4.6149, -2.0297], [-2.0388, 2.0812, 0.0212], [-3.9832, 0.8179, -0.4478], [-4.4381, -0.1817, 1.0680], [-5.4539, 1.8085, -1.0191], [-3.4394, -0.3724, -1.7976], [-2.3127, 3.2551, 2.0545], [-0.5865, 3.8214, 2.5081], [-2.9100, 2.0475, 3.3534], [-3.4811, 4.6955, 1.8868], [-0.3793, 5.6728, -1.8914], [0.3142, 4.4992, -0.7678], [-0.9847, 5.5786, -0.2425], [-1.1073, 3.5518, -4.0023], [-1.9542, 2.0847, -3.5226], [-0.2879, 2.3683, -2.9809], [-3.2810, 5.4587, -2.6930], [-3.9553, 5.0115, -1.1264], [-4.2144, 3.9741, -2.5303], [-4.9854, 0.4152, 1.7973], [-3.5580, -0.6011, 1.5595], [-5.0875, -1.0072, 0.7639], [-5.6441, 2.6713, -0.3790], [-6.3421, 1.1717, -0.9943], [-5.3344, 2.1640, -2.0424], [-2.6817, -1.0618, -1.4126], [-3.0303, 0.1525, -2.6633], [-4.2854, -0.9736, -2.1402], [0.0799, 2.9607, 2.6121], [-0.6020, 4.3524, 3.4632], [-0.1640, 4.4939, 1.7606], [-2.3503, 1.1105, 3.3087], [-3.9710, 1.8226, 3.2486], [-2.7602, 2.4854, 4.3439], [-3.0997, 5.4458, 1.1920], [-3.6103, 5.1817, 2.8571], [-4.4663, 4.3796, 1.5391]],
  "mulliken_spin": [0.050, 0.000, -0.001, -0.001, 0.010, 0.014, 0.011, 0.007, 0.000, 0.002, -0.001, 0.000, 0.000, 0.001, -0.001, 0.000, 0.000, 0.019, 0.045, 0.010, 0.003, 0.622, 0.053, 0.015, -0.021, 0.047, -0.027, 0.017, 0.130, 0.004, -0.033, 0.047, -0.010, -0.016, 0.003, 0.001, 0.003, 0.000, 0.006, 0.002, -0.001, 0.001, 0.001, -0.002, -0.001, 0.002, -0.001, 0.010, -0.009, 0.000, 0.013, -0.002, -0.018, -0.014, 0.005, -0.015, 0.004, 0.000, 0.001, 0.000, 0.000, 0.010, 0.001, 0.001, 0.000, 0.000, 0.002, 0.000, 0.000, 0.000, 0.000, 0.000, 0.000, 0.000, 0.000, 0.001, 0.000, 0.000, 0.000, 0.000, 0.000, 0.000, 0.000, 0.000, 0.000, 0.000, 0.000, 0.000, 0.001, 0.000, -0.001, 0.000, 0.000, 0.000, 0.000, 0.000, 0.000]
}


{
  "formula": "C2H6FP",
  "method": "ωB97M-V/def2-TZVPD",
  "spin_multiplicity": 1,
  "charge": 0,
  "e_homo_ev": [-8.40, -8.03],
  "orbital_gap_ev": [7.93, 8.54],
  "fmax_ev_per_a": 4.00,
  "e_above_lowest_kcal_mol": 104.48,
  "elements": ["C", "C", "F", "P", "H", "H", "H", "H", "H", "H"],
  "xyz": [[0.6327, -1.0614, -1.4808], [-0.5354, 0.8951, 2.0808], [-1.0968, 2.0434, 2.1571], [0.4855, 0.7196, -1.1103], [0.0716, -1.3675, -2.4171], [0.0631, -1.3750, -0.6036], [1.6235, -1.5298, -1.4454], [-1.0712, -0.0324, 2.3126], [0.4113, 0.6889, 2.5430], [-0.5844, 1.0191, -2.0362]],
  "lowdin_charge": [-0.509, -0.153, 0.000, 0.695, 0.039, -0.013, 0.017, 0.048, 0.036, -0.160]
}


{
  "formula": "C18H14N2O2",
  "method": "ωB97M-V/def2-TZVPD",
  "spin_multiplicity": 1,
  "charge": 0,
  "smiles": "Oc1cc(-c2c[nH]c3ccccc23)c(O)n1-c1ccccc1",
  "e_homo_ev": -6.93,
  "orbital_gap_ev": 7.63,
  "fmax_ev_per_a": 3.41,
  "e_above_lowest_kcal_mol": 13.18,
  "elements": ["O", "C", "C", "C", "C", "C", "N", "C", "C", "C", "C", "C", "C", "C", "O", "N", "C", "C", "C", "C", "C", "C", "H", "H", "H", "H", "H", "H", "H", "H", "H", "H", "H", "H", "H", "H"],
  "xyz": [[-0.7349, -1.6712, 2.8684], [-0.3119, -0.8712, 1.8581], [-1.1854, -0.3464, 0.9676], [-0.4446, 0.3839, -0.0557], [-0.9940, 1.1613, -1.1923], [-0.4067, 2.2938, -1.7402], [-1.2028, 2.8189, -2.7661], [-2.3510, 2.0494, -2.8509], [-3.4193, 2.1038, -3.7555], [-4.4010, 1.1132, -3.6898], [-4.3111, 0.0790, -2.7328], [-3.2450, 0.0504, -1.8087], [-2.2535, 0.9924, -1.9153], [0.8900, 0.2164, 0.2751], [1.8858, 0.7477, -0.4380], [0.9885, -0.5854, 1.4300], [2.1967, -1.0520, 2.0186], [2.2910, -1.1850, 3.4197], [3.4564, -1.6656, 4.0769], [4.5614, -1.9890, 3.2550], [4.5107, -1.8514, 1.8248], [3.3293, -1.3899, 1.2164], [-0.0036, -2.2325, 3.2308], [-2.2554, -0.4333, 1.0224], [0.5636, 2.6961, -1.4209], [-0.9849, 3.6134, -3.3746], [-3.4314, 2.8831, -4.4925], [-5.2077, 1.1080, -4.4055], [-5.0319, -0.7257, -2.7748], [-3.1423, -0.7170, -1.0390], [1.5252, 0.9703, -1.3212], [1.4760, -0.9042, 4.0462], [3.5559, -1.7647, 5.1295], [5.4531, -2.3183, 3.7672], [5.3546, -2.2465, 1.2459], [3.2802, -1.3320, 0.1214]],
  "lowdin_charge": [0.062, -0.326, 0.027, -0.097, -0.097, -0.046, 0.071, -0.209, -0.026, -0.094, -0.082, -0.023, -0.137, -0.272, 0.070, 0.084, -0.158, -0.026, -0.061, -0.085, -0.064, -0.007, 0.117, 0.107, 0.126, 0.160, 0.097, 0.093, 0.092, 0.105, 0.105, 0.100, 0.089, 0.089, 0.103, 0.114]
}